DFT (ωB97M-V with the def2-TZVPD basis set) results for a molecular structure, C36H44IrN2O3PS6Te.

Last column: Mulliken charge in e.
Geometry (Å):
C -3.000 0.411 2.162  -1.002
C 0.031 4.129 2.176  0.385
H -1.046 4.051 2.369  0.754
H 0.463 2.033 2.510  -0.594
H 0.337 -0.737 4.674  0.509
H 4.832 -0.332 -0.818  0.435
C -3.094 5.427 -2.287  -1.087
H -0.031 5.650 3.663  0.579
N -0.407 -0.307 2.018  -0.139
C 2.449 -0.627 4.431  -1.011
C 2.539 4.501 3.754  -1.238
C -5.195 0.313 1.223  -0.631
C -4.108 -0.332 1.800  0.176
H 4.543 -0.495 3.963  0.323
H -6.055 -0.263 0.907  0.342
H 2.555 6.510 -0.561  0.569
C 2.189 3.828 -1.526  -0.608
P 0.112 3.730 0.363  0.590
Te -0.026 -2.843 -0.702  -0.762
H -3.410 5.007 0.437  0.370
H 2.679 3.065 2.136  0.070
C 4.056 -0.319 -0.064  -0.946
C -2.056 3.279 -1.462  0.420
H 5.368 -0.322 1.628  0.379
C 3.524 -0.483 3.595  -1.063
H -3.018 2.790 -1.274  0.220
H -2.679 3.664 -3.476  0.306
H 2.130 3.597 -3.659  0.521
C 0.470 5.508 2.698  -1.381
H 1.358 5.933 -4.145  0.471
C 1.759 5.673 -3.161  -1.337
H 2.589 2.331 3.719  0.413
H 0.242 2.967 3.975  0.800
C 1.530 6.135 -0.673  -0.976
H 2.068 2.765 -1.320  -0.173
H 2.158 6.613 3.445  0.477
C 3.289 -0.373 2.209  1.651
S -3.907 1.528 -6.269  -0.347
S -3.838 0.588 -3.428  -0.100
H -0.016 6.294 -2.158  -0.329
H -1.950 5.813 0.966  0.086
N 1.710 -0.320 0.377  -0.006
Ir -0.245 -0.291 -0.182  2.576
H 1.186 7.558 -2.252  0.448
C 1.132 -0.619 3.958  -0.715
S -1.368 0.897 -4.823  -0.133
H -1.264 4.569 -3.008  -0.011
C -5.161 1.682 1.015  -0.520
H 3.620 4.618 3.874  0.464
O -1.456 0.499 4.179  -0.637
H 2.242 4.484 0.468  0.134
H -3.151 7.039 -0.840  0.450
C 0.692 2.992 2.975  -0.292
C 1.618 4.179 -2.889  -0.077
H 0.568 3.874 -2.933  -0.282
C 4.345 -0.318 1.270  -1.028
H -4.020 3.490 1.220  0.358
C 1.053 6.485 -2.081  -0.209
C -1.236 0.393 -3.160  0.230
C 2.199 3.155 3.118  -0.215
H 2.826 5.932 -3.175  0.430
H -6.000 2.178 0.543  0.388
H -1.536 6.598 -1.352  0.194
S -1.670 -0.378 3.036  1.170
C -2.233 4.220 -2.648  -0.444
C 1.965 -0.363 1.721  -0.072
O -2.092 -1.724 3.337  -0.847
C -3.079 1.026 -4.905  0.073
C 2.717 -0.352 -0.473  -0.375
C -2.960 1.783 1.966  0.277
C -4.043 2.420 1.390  -0.367
C -2.393 5.272 0.123  -0.662
H -3.209 6.093 -3.146  0.465
H 3.265 4.047 -1.529  0.686
C 1.562 4.631 -0.375  0.711
C -1.646 3.962 -0.148  2.166
C 0.842 -0.440 2.608  0.032
C 1.973 5.660 2.937  -0.555
H 2.105 4.529 4.761  0.357
H -4.100 5.078 -2.023  0.395
O 0.385 2.288 0.157  -1.456
H 2.506 5.721 1.987  0.083
C -2.407 0.242 -2.493  -0.424
H 2.466 -0.416 -1.522  0.597
H 0.109 6.314 2.053  0.330
H -1.990 3.247 0.616  -2.013
H -1.362 2.463 -1.683  -0.703
H -2.069 2.323 2.256  0.226
H -4.089 -1.403 1.947  0.437
S 0.292 0.257 -2.370  -0.585
C -2.515 6.185 -1.093  -0.605
H 2.606 -0.754 5.496  0.353
S -2.503 -0.145 -0.806  -0.159
H 0.930 6.674 0.066  0.239

## Properties
HOMO-LUMO gap = 3.84 eV
relative energy (zero: lowest compared OMol25 entry of this formula, charge and spin) = 0.0 kcal/mol
net charge = -2
LUMO = 3.822 eV
calculated total energy = -4836.4688 Eh

DFT (ωB97M-V with the def2-TZVPD basis set) results for a molecular structure, C36H45BrFeN8O3S at a distorted geometry.

Last column: Löwdin spin population.
Geometry (Å):
C -3.601 -1.410 0.895  0.000
H 1.590 5.206 -3.999  0.000
H 0.267 5.757 -2.010  0.000
O -0.821 0.056 2.189  0.057
N -1.419 -0.328 -4.305  0.002
H 4.312 -3.326 -1.725  0.000
C -2.884 1.819 1.380  0.008
C -4.654 3.306 2.148  0.000
H 4.376 0.629 -0.464  0.007
H 5.687 -0.187 2.184  0.000
H 1.689 4.201 2.574  0.000
C -0.155 -0.882 -4.314  0.002
O 0.044 -1.926 0.233  0.102
H -0.624 -7.891 0.533  0.000
H 4.176 0.721 2.025  0.003
H -3.094 1.933 4.801  0.000
H -3.066 1.747 -3.261  0.000
H 0.371 5.416 0.876  0.000
C 1.604 4.518 -3.154  0.000
O -2.302 1.250 0.383  0.089
C -4.358 3.005 3.493  0.004
S 1.985 0.138 0.290  0.304
H -0.814 1.457 4.955  0.000
N -2.744 -1.667 -0.104  0.020
H 5.879 -2.380 0.732  0.000
C 4.916 -0.084 0.160  0.013
H -2.913 1.071 -1.625  0.000
H 2.610 4.104 -3.057  0.000
N 0.601 2.573 -2.159  -0.001
C 5.133 0.506 1.550  0.004
H 1.265 -1.027 -2.640  0.000
C 1.620 3.803 1.561  0.003
C -2.941 0.828 -2.685  0.000
H 2.460 -5.000 -0.170  0.000
H -0.415 3.173 1.850  0.000
C -1.680 0.138 -3.068  0.005
N 2.271 -2.584 0.278  0.012
H 5.699 1.436 1.476  0.000
Br -1.817 -3.175 -2.257  0.000
C -1.463 0.681 3.052  0.004
H 0.778 1.892 2.081  0.000
C 0.526 2.758 1.469  0.004
H -4.257 -4.399 -1.341  0.000
H -1.435 -3.709 0.985  0.000
C -4.114 -3.547 -0.693  0.001
H 1.977 6.013 -1.654  0.000
H 2.094 5.650 0.551  0.000
H -3.348 -0.573 1.528  0.000
H 2.578 3.348 1.294  0.001
Fe -0.642 0.060 0.045  4.170
C 0.321 -0.722 -3.059  0.002
N 0.325 2.289 0.097  0.073
C -2.559 1.555 2.741  0.005
C -1.185 -5.838 0.800  0.000
H -2.205 -6.073 1.076  0.000
C -4.741 -2.152 1.134  0.000
H -1.806 -0.004 5.061  0.000
H -4.152 2.970 0.094  0.000
N -0.635 -0.088 -2.287  0.037
H 5.733 -2.271 -1.806  0.000
H -0.134 -0.119 4.494  0.000
H -4.950 3.433 4.290  0.000
C 0.619 3.387 -3.360  0.000
C 1.019 -6.564 0.156  0.000
H 0.916 2.750 -4.193  0.000
C 1.232 5.250 -1.879  0.001
H 4.386 -3.333 0.729  0.000
C 5.241 -3.052 -1.223  0.000
C -3.321 2.162 3.768  -0.001
H 0.190 1.656 -2.206  0.000
N 1.170 4.332 -0.749  0.001
C -3.933 2.744 1.130  0.006
H 5.877 -0.294 -0.308  0.000
C 1.443 -5.246 0.101  0.001
C 0.670 3.067 -0.893  0.006
C -5.007 -3.239 0.317  0.000
C 0.961 -2.786 0.294  0.008
H -5.892 -3.844 0.465  0.000
H 5.894 -3.925 -1.198  0.000
H -5.466 3.985 1.918  0.000
C -0.763 -4.521 0.741  0.000
N 4.164 -1.338 0.198  0.009
C 2.829 -1.382 0.249  0.027
C -3.008 -2.726 -0.858  0.001
H -0.376 3.793 -3.580  0.000
H 1.711 -7.366 -0.069  0.000
H -5.401 -1.890 1.948  0.000
H 0.268 -1.351 -5.185  0.000
C -0.293 -6.861 0.500  0.000
H -2.051 -0.286 -5.087  0.000
H -3.804 0.189 -2.884  0.000
C 0.548 -4.217 0.383  0.006
C 1.297 4.907 0.579  0.000
C -1.029 0.498 4.484  0.003
C 4.951 -2.577 0.194  0.002

## Properties
HOMO-LUMO gap (spin up / spin down) = 8.20 / 6.21 eV
spin multiplicity = 6
relative energy (zero: lowest compared OMol25 entry of this formula, charge and spin) = 15.1 kcal/mol
net charge = +1
expectation value of S² = 8.764
LUMO (spin up / spin down) = -2.027 / -3.941 eV
calculated total energy = -6298.4315 Eh

> Which of these has the highest calculated total energy?

C36H44IrN2O3PS6Te